1.
Computed, not measured: 13 unconnected molecules or ions with the total composition C26H78O13S7 at a distorted geometry, with ωB97M-V/def2-TZVPD.

The calculation puts the total energy at -130667.6481 eV. The value obtained for the LUMO energy is 0.16 eV. The value obtained for the HOMO energy is -0.3180 Ha. The frontier orbital gap comes out at 8.81 eV. As for the strongest force on any atom: 14.39 eV/Å. Its total charge is 0.

XYZ file:
```
124
Properties=species:S:1:pos:R:3:mulliken_charge:R:1
C 3.04575 -1.01817 2.50028 0.250
C 3.94247 -2.09325 2.88706 0.095
O 4.42577 -2.82720 1.89422 -0.476
H 3.32237 -0.45999 1.67081 -0.952
H 2.65011 -0.41522 3.16603 0.880
H 1.99798 -1.47026 2.17800 -0.147
H 3.48174 -2.80311 3.52773 -0.243
H 4.69999 -1.48862 3.50768 0.301
H 5.38759 -2.75070 1.66749 0.307
C -4.22305 3.26645 -2.49971 -0.978
C -2.71885 2.79321 -2.52394 -0.280
O -1.94562 3.93882 -2.64178 -0.620
H -5.02109 2.41498 -2.35497 0.229
H -4.42214 3.89334 -3.43463 0.308
H -4.42657 3.95353 -1.60390 0.175
H -2.35082 2.09373 -3.09711 0.944
H -2.54613 2.42945 -1.45656 -0.240
H -1.53408 4.24046 -1.73605 0.552
C -4.87165 3.13357 1.38256 -1.281
C -3.55072 3.96730 1.36091 -0.495
O -2.44290 3.20324 1.02900 0.136
H -4.95038 2.71070 0.59622 0.330
H -5.58108 3.82359 1.58187 0.630
H -4.92845 2.37539 2.25891 -0.055
H -3.21130 4.24329 2.28007 0.603
H -3.59492 4.84370 0.68204 0.416
H -1.71023 3.74778 0.66753 -0.128
C 0.94568 0.26167 -0.20405 -0.111
C -0.53490 0.27431 0.24235 1.225
O -0.63342 -0.82225 1.21093 0.679
H 1.18438 1.14576 -1.05284 -0.543
H 1.15598 -0.66872 -0.72755 -0.387
H 1.53044 0.17701 0.62180 0.738
H -1.06727 0.05911 -0.73909 -0.048
H -0.74110 1.33856 0.53099 -1.369
H -1.36673 -0.81813 1.66286 -0.195
C -2.30483 -3.22108 -0.87665 -0.251
C -2.31988 -3.48007 -2.41071 0.475
O -2.10512 -4.89925 -2.65175 -0.521
H -3.13894 -3.79807 -0.48831 0.382
H -2.62978 -2.04888 -0.79065 -0.246
H -1.35129 -3.41000 -0.30946 0.209
H -1.66108 -2.98762 -2.91432 -0.402
H -3.33688 -3.20558 -3.00610 0.251
H -2.50293 -5.24754 -3.42495 0.291
C 5.43681 0.43694 -0.92300 -1.581
C 4.48022 0.75156 0.11398 2.958
O 4.26493 2.14883 0.30170 -0.546
H 5.81234 -0.54814 -0.95686 0.477
H 6.25925 1.12124 -0.92159 0.443
H 5.15227 0.66984 -2.06428 0.168
H 4.70270 0.29584 1.05205 0.683
H 3.63425 0.32173 -0.07697 -2.623
H 3.78073 2.39168 -0.31038 0.340
C -5.66529 -2.28862 1.96077 -1.227
S -4.76729 -0.83646 1.63650 0.510
O -3.29590 -1.10812 1.74092 -0.667
C -5.03057 -0.72788 -0.21418 -0.989
H -6.63355 -2.31073 1.63743 0.499
H -5.94325 -2.28119 3.00002 0.404
H -5.00959 -3.14778 1.71220 0.266
H -6.19459 -0.46410 -0.36542 0.349
H -4.88381 -1.66991 -0.46802 0.584
H -4.27550 0.12814 -0.75538 0.034
C 0.97219 3.41658 1.77280 -1.153
S 0.91209 3.84382 0.12097 0.737
O -0.47673 4.28946 -0.42455 -0.954
C 2.09248 5.23024 0.14760 -1.093
H 0.54990 4.27885 2.35076 0.387
H 1.70743 3.11542 2.17461 1.319
H 0.25480 2.47198 1.62847 -0.499
H 2.94799 4.87118 0.54514 0.508
H 1.51005 6.19156 0.63930 0.262
H 2.44496 5.58522 -0.86566 0.246
C 1.17972 4.35010 -3.56410 -0.552
S 2.14136 2.92844 -3.48463 0.154
O 2.66814 2.69540 -2.05587 -0.443
C 0.83945 1.76350 -3.70946 -0.361
H 0.19292 4.51848 -3.00088 0.053
H 1.00760 4.55524 -4.74401 0.379
H 1.92576 5.24340 -3.12091 0.204
H 1.15616 0.77797 -4.40405 0.222
H 0.23947 2.34205 -4.44788 0.653
H 0.15469 1.73460 -2.80944 -0.175
C 0.41980 -2.08332 -4.05549 -0.381
S -0.06022 -3.42076 -5.05919 0.490
O 0.30238 -2.92197 -6.43995 -0.713
C 1.29853 -4.47038 -4.75570 -0.932
H 0.14086 -2.15989 -2.96541 0.002
H -0.05133 -0.96547 -4.08932 -0.013
H 1.47285 -1.69384 -4.27900 0.494
H 1.38802 -4.73870 -3.62387 0.320
H 2.23373 -4.04412 -4.78416 0.386
H 1.41979 -5.53746 -5.18546 0.359
C 3.17220 -0.81744 -3.09039 1.241
S 3.78186 -2.42730 -2.78286 0.332
O 5.32987 -2.25605 -2.74263 -0.694
C 3.19783 -2.30280 -1.12116 0.157
H 3.51279 -0.22401 -2.27288 -1.206
H 2.08778 -0.75813 -2.98836 -0.821
H 3.18567 -0.44509 -4.19043 0.657
H 3.50792 -1.55727 -0.34465 -0.267
H 3.38661 -3.30326 -0.66906 0.553
H 2.11123 -2.24119 -1.21194 -0.140
C 0.55759 -3.91608 3.09396 -1.030
S 0.90724 -3.36375 4.79379 0.550
O -0.36901 -3.57991 5.61052 -0.674
C 2.06527 -4.61503 5.42334 -1.136
H 1.40014 -3.83505 2.62573 0.320
H -0.04634 -3.39260 2.34420 0.320
H 0.41435 -5.00913 2.99347 0.445
H 1.55501 -5.53471 5.38085 0.402
H 2.45229 -4.23569 6.39078 0.323
H 2.90514 -4.65326 4.82332 0.377
C -3.17196 0.78693 4.69340 -1.328
S -1.68228 1.51117 3.80967 0.813
O -1.55499 2.96963 4.27025 -0.709
C -0.49162 0.53375 4.63710 -0.805
H -2.79656 0.77808 5.71383 0.511
H -3.49171 -0.20973 4.45021 0.294
H -4.05250 1.50533 4.55684 0.274
H -0.79049 -0.57698 4.34921 0.135
H -0.40574 0.72706 5.67897 0.695
H 0.46731 0.99684 4.00250 -0.013
```

2.
Computed, not measured: 19 unconnected molecules or ions with the total composition C56H138N9O29 at a distorted geometry, with ωB97M-V/def2-TZVPD.

The calculation puts the total energy at -133093.5775 eV. The value obtained for the LUMO energy is 0.37 eV. The value obtained for the HOMO energy is -0.1720 Ha. The frontier orbital gap comes out at 5.05 eV. As for the strongest force on any atom: 4.58 eV/Å. Its total charge is -1.

XYZ file:
```
232
Properties=species:S:1:pos:R:3:mulliken_charge:R:1
C -1.37331 -1.08787 -6.13413 -1.403
C -2.18426 -1.13704 -4.86900 0.015
C -1.44104 -1.78902 -3.71129 0.136
O -1.36564 -3.16137 -4.02946 -0.564
C -0.76896 -3.98302 -3.05956 0.189
N -2.51944 0.35700 -4.43139 0.756
H -3.16418 0.86828 -5.01705 0.543
H -2.95851 0.31465 -3.52280 -0.186
H -1.69820 0.94414 -4.46192 -0.308
H -0.43613 -0.55116 -5.98674 0.190
H -1.99911 -0.61276 -6.88960 0.435
H -1.16468 -2.10570 -6.46369 0.389
H -3.10065 -1.71439 -4.99143 0.467
H -1.97041 -1.57639 -2.78250 0.465
H -0.43693 -1.39588 -3.55218 0.050
H -0.22072 -4.87439 -3.36450 -0.033
H -1.55559 -4.34481 -2.39742 0.389
H -0.14337 -3.34729 -2.43299 -0.419
C 5.52693 -5.65970 -4.06825 -1.364
C 5.59185 -5.12705 -2.60895 0.002
C 5.08671 -3.74223 -2.28190 -0.304
O 4.70356 -3.47150 -0.84731 0.181
C 5.77137 -3.40470 0.16167 -0.992
N 4.93940 -6.23701 -1.73078 0.091
H 5.35585 -7.10067 -2.04821 0.426
H 5.05295 -6.16086 -0.73008 0.409
H 3.93984 -6.28680 -1.86684 0.029
H 4.56028 -5.99706 -4.44224 0.245
H 6.25581 -6.43607 -4.30085 0.467
H 5.80131 -4.76518 -4.62740 0.341
H 6.62372 -5.19869 -2.26513 0.348
H 4.22126 -3.47562 -2.88854 -0.266
H 5.65645 -2.99248 -2.83087 0.548
H 5.43141 -3.58660 1.18120 0.309
H 6.06304 -2.35457 0.14536 0.184
H 6.62044 -4.04756 -0.07048 0.373
C -6.04040 2.86326 -0.78987 -1.544
C -5.09583 3.66988 0.05442 1.061
C -5.24228 3.64931 1.57720 -0.797
O -4.24178 4.42139 2.21865 0.225
C -4.56585 5.79782 2.46450 -1.005
N -3.71457 3.44146 -0.39555 2.471
H -3.04522 3.87231 0.22609 -0.437
H -3.49664 2.46616 -0.54185 -0.684
H -3.62127 3.76430 -1.34800 -0.419
H -5.79543 2.89473 -1.85152 0.171
H -6.95479 3.43765 -0.64130 0.557
H -6.22451 1.85396 -0.42175 0.166
H -5.14530 4.73086 -0.19050 0.225
H -5.19926 2.65295 2.01711 -0.307
H -6.27540 3.88549 1.83213 0.474
H -4.75822 6.20385 1.47140 0.356
H -3.82500 6.37978 3.01272 0.252
H -5.44516 5.91830 3.09727 0.349
C 2.59881 4.33960 -2.30121 -1.370
C 3.38704 3.26540 -1.64533 1.856
C 4.81299 3.09844 -2.24187 -0.863
O 5.54890 2.23365 -1.42552 -0.408
C 5.24768 0.86063 -1.53472 0.006
N 3.41209 3.56828 -0.10880 0.751
H 2.51938 3.78435 0.31128 -0.145
H 3.82529 2.83672 0.45172 -0.288
H 4.08939 4.30829 0.00852 0.476
H 1.52912 4.13460 -2.25844 -0.406
H 2.76817 4.22807 -3.37218 0.510
H 2.83791 5.36463 -2.01792 0.296
H 2.77793 2.36148 -1.64329 -0.522
H 5.12904 4.13434 -2.36486 0.423
H 4.71637 2.76299 -3.27446 0.411
H 4.38139 0.65319 -2.16290 -0.072
H 4.95895 0.27554 -0.66156 -0.161
H 6.03531 0.34512 -2.08426 0.434
C -0.10154 1.32165 1.31783 0.739
C 0.52667 0.53365 0.11840 1.226
C 0.24630 -0.96483 0.21424 -0.856
O 0.52451 -1.54081 -1.06390 0.591
C 1.85477 -2.02333 -1.28276 -0.980
N -0.07935 1.19807 -1.18379 3.137
H 0.30299 0.84657 -2.05002 -0.358
H -1.08416 1.11277 -1.12735 -0.635
H 0.13334 2.18518 -1.20577 -0.780
H 0.23652 2.35642 1.37310 -0.023
H 0.09629 0.84653 2.27867 -0.573
H -1.18638 1.30529 1.21313 -0.131
H 1.59926 0.63793 -0.04525 -0.323
H -0.79780 -1.06960 0.50917 0.101
H 0.85416 -1.48523 0.95437 0.144
H 2.65510 -1.32541 -1.52868 -0.119
H 1.79316 -2.85806 -1.98100 0.209
H 2.22295 -2.52752 -0.38927 0.277
C -5.53414 -0.45446 3.69206 -0.938
C -4.23996 -0.84249 4.50582 0.377
C -4.34510 -2.31838 4.94414 -0.802
O -3.17840 -2.70251 5.76620 -0.256
C -3.20735 -4.05390 6.13066 -0.833
N -2.94963 -0.61407 3.60824 1.406
H -2.11486 -1.10585 3.89356 0.447
H -3.08635 -0.80739 2.62639 -0.005
H -2.49361 0.28708 3.59950 -0.636
H -5.65238 -1.03526 2.77730 0.295
H -5.65924 0.58059 3.37405 -0.037
H -6.48475 -0.47544 4.22497 0.516
H -4.19966 -0.33693 5.47064 0.284
H -4.49680 -2.93409 4.05758 0.299
H -5.21794 -2.34933 5.59628 0.442
H -3.65509 -4.75908 5.43040 0.351
H -3.72819 -4.21885 7.07386 0.309
H -2.17674 -4.36581 6.29990 0.250
C 0.86835 -5.28633 0.99251 -1.174
C 1.18980 -6.52572 1.72902 0.326
C 0.05318 -7.47289 2.05437 -0.981
O 0.58454 -8.71313 2.55408 -0.434
C -0.25245 -9.74864 2.96583 -0.764
N 2.33051 -7.24078 1.03667 0.099
H 2.17007 -8.23187 1.14664 0.392
H 2.25500 -7.09805 0.03966 -0.240
H 3.27739 -7.03570 1.32205 0.389
H 1.60525 -4.49620 1.13666 0.146
H -0.03007 -4.83005 1.40816 0.275
H 0.68944 -5.33851 -0.08143 0.575
H 1.70839 -6.44375 2.68424 0.365
H -0.37858 -7.67045 1.07322 0.421
H -0.73821 -7.05620 2.67740 0.610
H -1.07640 -9.32005 3.53637 0.335
H 0.33091 -10.34274 3.66928 0.257
H -0.61029 -10.36055 2.13781 0.286
C 1.55673 4.32530 4.38557 -1.288
C 2.17552 3.06609 5.05570 1.048
C 2.46870 3.16569 6.55513 -1.078
O 2.77449 1.95891 7.13488 -0.245
C 3.56974 1.89181 8.33614 -0.891
N 1.19730 1.86394 4.68019 1.461
H 1.35116 1.50318 3.74945 -0.435
H 1.30359 0.98324 5.16306 0.433
H 0.24327 2.18776 4.75142 -0.622
H 0.52852 4.43389 4.73067 0.119
H 1.59906 4.18432 3.30556 0.149
H 2.09301 5.20774 4.73457 0.557
H 3.11940 2.78063 4.59127 0.126
H 1.68065 3.75322 7.02617 0.365
H 3.29986 3.86234 6.66450 0.468
H 4.60319 2.07251 8.04045 0.354
H 3.44241 0.86823 8.68853 0.220
H 3.33735 2.69081 9.04019 0.324
C -1.42898 5.94937 -5.13145 -1.789
C -0.68208 5.91033 -3.76800 1.774
C 0.30860 7.13018 -3.54574 -0.964
O 0.74152 7.06218 -2.23370 0.074
C 1.49845 8.22222 -1.77725 -0.991
N -1.71391 6.04050 -2.60245 0.663
H -2.50373 5.42054 -2.71178 -0.083
H -1.24323 5.70259 -1.77518 -0.310
H -2.09613 6.96508 -2.46410 0.415
H -0.71524 6.06875 -5.94657 0.523
H -2.13778 6.77466 -5.19925 0.402
H -1.78189 4.94600 -5.36978 0.296
H -0.22331 4.92337 -3.70862 -0.819
H -0.13618 8.07681 -3.85262 0.538
H 1.14395 6.99955 -4.23364 0.396
H 1.00403 8.48719 -0.84266 0.295
H 1.42748 9.11457 -2.39916 0.388
H 2.49372 7.95937 -1.41886 0.301
C -0.03128 -7.66802 -2.97212 -1.198
C 1.35853 -7.44369 -2.32424 0.585
O 1.83412 -8.39006 -1.67475 -0.802
O 1.95848 -6.36149 -2.45655 -0.438
H -0.16068 -6.95058 -3.78244 0.323
H -0.85854 -7.58309 -2.26747 0.232
H -0.15433 -8.73052 -3.18199 0.385
C 1.00603 -3.28948 4.30703 -0.809
C 0.96635 -1.74383 4.41604 0.396
O -0.10685 -1.11860 4.20060 -0.706
O 1.91225 -1.08314 4.92724 -0.746
H 1.70907 -3.67151 5.04722 0.486
H 1.50691 -3.49526 3.36105 -0.125
H 0.07541 -3.84128 4.43958 0.128
C -2.52841 4.29059 5.36380 -0.758
C -1.74280 2.93084 5.30105 0.395
O -1.26254 2.49757 6.34327 -0.732
O -1.55344 2.34548 4.20544 -0.413
H -3.31740 4.06820 4.64536 -0.042
H -1.88457 5.11827 5.06629 0.187
H -2.93000 4.46216 6.36249 0.344
C -1.30688 5.59568 1.41428 -0.807
C -0.15205 5.05685 0.52583 0.000
O -0.52744 4.44134 -0.51137 -0.032
O 1.00317 5.14155 1.00079 -0.885
H -1.67186 4.74068 1.98337 -0.111
H -2.04461 6.14980 0.83393 0.215
H -0.75666 6.27579 2.06451 0.584
C -5.87857 4.44764 -4.56771 -1.277
C -4.90356 5.01345 -3.51059 0.668
O -5.13714 6.05855 -2.92271 -0.768
O -3.91796 4.27311 -3.22494 -0.775
H -6.48574 3.65180 -4.13634 0.265
H -5.31875 4.00697 -5.39265 0.286
H -6.47277 5.24729 -5.00996 0.331
C 4.41924 -0.47390 2.17808 -0.503
C 4.54534 1.03150 2.05805 0.460
O 5.58194 1.58016 1.66207 -0.797
O 3.55065 1.67208 2.33897 -0.542
H 4.74851 -0.77122 3.17371 0.468
H 5.01638 -0.89656 1.37006 -0.072
H 3.43452 -0.86386 1.92051 -0.059
C 1.40133 2.19838 -5.90038 -1.662
C 0.82050 1.80446 -4.55761 0.278
O 1.40078 1.16718 -3.68656 -0.440
O -0.34602 2.30319 -4.30127 -0.742
H 2.44529 1.88520 -5.88707 0.341
H 1.41864 3.23942 -6.22293 0.284
H 0.86696 1.88167 -6.79606 0.380
C 3.75546 -2.38525 -5.32934 0.075
C 5.23863 -2.37771 -5.72667 0.393
O 5.48683 -2.82030 -6.89885 -0.807
O 6.03114 -1.82125 -4.97882 -0.672
H 3.46986 -3.36027 -4.93454 -0.076
H 3.10505 -2.06290 -6.14245 0.430
H 3.72413 -1.64448 -4.53036 -0.173
C -5.32663 -0.81376 -0.65523 -1.730
C -3.94750 -0.09055 -0.50515 0.088
O -3.31334 0.51579 -1.42823 -0.396
O -3.52046 -0.01710 0.69235 -0.346
H -5.72125 -0.63319 -1.65511 0.321
H -6.04316 -0.41844 0.06478 0.322
H -5.20864 -1.88011 -0.46266 0.426
C -3.03210 -4.75556 1.25902 0.009
C -4.46980 -5.21924 1.32983 0.287
O -5.07996 -5.31777 2.43983 -0.747
O -5.02494 -5.64948 0.28370 -0.781
H -2.79230 -4.08715 0.43208 0.187
H -2.48747 -5.69834 1.20755 -0.057
H -2.61544 -4.26610 2.13932 0.115
```

The highest frontier orbital gap belongs to which entry? C26H78O13S7

Which of these has the highest total charge? C26H78O13S7